# 1
Entry from the OMol25 dataset: a molecular structure, C35H59BLuN9 (ωB97M-V with the def2-TZVPD basis set).

Total charge = +2
Lowest unoccupied orbital energy = -4.92 eV
Kohn-Sham gap = 8.4 eV
HOMO energy = -13.3 eV

Geometry as XYZ:
```
105
Properties=species:S:1:pos:R:3:forces:R:3
Lu 0.3488 0.0243 -0.4880 -1.99 1.48 0.19
C -4.9541 -0.2314 4.7388 -0.43 0.96 0.06
C -3.9914 -0.8192 5.5251 0.77 -1.14 0.10
C -2.6978 -1.0448 5.0230 -0.33 0.23 -0.52
C -2.3695 -0.5482 3.7503 -0.56 -0.22 0.81
C -3.3136 0.1631 3.0203 0.09 0.46 0.36
C -4.5875 0.3526 3.5273 -1.16 0.26 -0.98
H -5.9722 -0.1398 5.1266 0.34 0.05 -0.23
H -4.2580 -1.2201 6.5019 0.06 0.12 -0.20
H -1.9880 -1.6483 5.5911 -0.12 0.34 -0.08
H -1.3925 -0.6964 3.3419 0.49 -0.14 -0.13
H -3.0401 0.6760 2.1061 0.05 -0.19 -0.19
H -5.3265 0.9360 2.9070 0.77 -0.75 0.89
C 3.0061 -2.1544 -3.2522 0.46 -1.83 1.01
C 2.9597 -0.8702 -2.5402 0.58 1.99 0.85
C 3.5579 0.3695 -2.8878 -0.98 -1.60 1.78
C 3.2434 1.2797 -1.8174 -0.54 -2.10 -0.11
N 2.4322 0.6798 -0.9368 1.10 -0.81 -0.40
N 2.3173 -0.7209 -1.2918 1.02 1.76 -1.83
B 2.0522 -1.8534 -0.2215 -0.30 -1.35 -0.63
N 1.5315 -1.3049 1.1583 -0.47 2.45 1.41
N 1.2970 0.1423 1.4788 0.32 -1.42 0.24
C 1.1899 0.2237 2.8186 0.52 -0.80 0.10
C 1.2028 -1.0471 3.3860 0.03 -1.91 -0.26
C 1.4674 -1.9677 2.3398 0.53 0.33 -0.20
C 1.8845 -3.4171 2.3696 -0.36 0.63 0.25
C 1.2035 1.5127 3.6373 -1.68 -0.93 0.86
C 2.5070 2.2153 3.6411 1.83 0.00 -0.07
C 0.8975 1.1541 5.0994 -0.50 -0.53 0.69
C 0.1441 2.3997 3.0192 0.22 1.43 -0.59
N 0.9172 -2.7231 -0.8724 -1.70 0.21 -0.58
N -0.3647 -2.0751 -0.9662 0.52 -1.42 1.55
C -1.2820 -3.0794 -0.9624 1.52 -0.68 -0.27
C -0.6388 -4.3223 -1.1717 1.25 1.94 0.72
C 0.7398 -4.0599 -1.0410 -1.54 0.63 -0.38
C 1.8526 -4.9851 -1.2534 1.26 -0.87 0.17
C -2.7211 -3.0033 -0.5695 -0.32 0.88 -1.25
C -3.5407 -3.8835 -1.5166 -1.20 -0.79 0.79
C -3.2169 -1.6071 -0.7653 -0.55 1.58 0.43
C -2.8825 -3.4201 0.8818 -1.56 -0.55 0.36
C 3.7360 2.6567 -1.5748 -0.19 0.90 -0.61
C 2.7761 3.4048 -0.6683 -1.65 0.68 -0.34
C 3.7650 3.3917 -2.9193 -0.10 0.60 -0.14
C 5.1488 2.6496 -0.9889 0.33 -0.78 0.19
H 3.4386 -2.0249 -4.2360 -0.25 -0.04 -0.23
H 2.0150 -2.6683 -3.2444 0.70 0.54 -0.38
H 3.6979 -2.8901 -2.7075 -0.78 1.10 -0.62
H 4.2132 0.5263 -3.7236 -0.07 0.09 -0.19
H 2.9075 -2.6231 -0.0507 1.00 0.03 0.01
H 0.9313 -1.3442 4.4210 0.74 0.40 -0.96
H 1.0213 -4.0567 2.4561 -0.34 -0.32 0.18
H 2.5157 -3.5314 3.2333 0.16 -0.34 0.42
H 2.4479 -3.7398 1.4961 -0.09 0.29 0.04
H 3.3215 1.5888 4.0950 -0.77 0.72 -0.09
H 2.4056 3.2095 4.1323 0.25 -0.82 -0.22
H 2.8101 2.3445 2.6195 0.38 0.53 -0.66
H 1.7722 0.6384 5.5994 -1.07 0.33 -0.66
H -0.0394 0.5319 5.1451 0.92 0.55 0.28
H 0.7236 2.0675 5.6936 0.00 -0.27 -0.36
H 0.3324 2.3242 1.9365 -0.42 0.36 0.02
H 0.2797 3.4744 3.2816 -0.04 -0.74 -0.02
H -0.8823 2.1437 3.2452 -0.20 -0.37 0.06
H -1.1417 -5.2396 -1.3384 -0.04 -0.70 -0.01
H 2.2483 -5.4653 -0.3361 -0.37 0.32 -0.28
H 2.6987 -4.4481 -1.7013 -0.23 -0.35 0.06
H 1.5463 -5.8082 -1.9175 0.10 0.38 0.20
H -3.2977 -3.7252 -2.5600 0.13 0.12 -0.19
H -4.6333 -3.6196 -1.3719 1.18 -0.54 -0.16
H -3.3866 -4.9596 -1.2808 -0.30 0.62 -0.21
H -3.2365 -1.3349 -1.8211 -0.07 0.10 -0.05
H -2.5929 -0.8781 -0.2303 0.16 0.03 -0.06
H -4.2154 -1.4223 -0.3258 0.30 -0.40 -0.36
H -2.2072 -4.2454 1.0575 0.08 -0.28 0.44
H -3.9607 -3.8320 0.9778 1.70 0.86 0.24
H -2.6893 -2.5917 1.6058 -0.22 -0.66 -0.53
H 1.8237 3.4605 -1.2837 0.66 0.18 0.92
H 3.0761 4.4537 -0.4424 0.04 -0.81 -0.30
H 2.5273 2.9142 0.2814 0.29 -0.04 -0.21
H 2.7770 3.4601 -3.4181 0.44 -0.22 0.31
H 4.4850 2.9401 -3.5992 -0.02 0.03 -0.10
H 4.0874 4.4196 -2.7165 0.02 -0.14 -0.22
H 5.1377 2.0639 -0.0477 0.19 0.52 -0.31
H 5.4508 3.6964 -0.8130 0.00 -0.56 0.03
H 5.8739 2.1546 -1.6708 -0.40 0.41 0.37
C -2.5758 1.3460 -4.5755 0.13 1.75 1.22
N -1.5805 1.2974 -3.4398 -0.77 1.21 0.86
C -0.6023 0.2524 -3.5392 -0.86 -0.39 -0.81
C -1.5962 2.1176 -2.3227 -0.39 -0.49 -1.24
N -0.9909 1.7247 -1.1988 0.39 -0.21 -0.23
N -2.2718 3.3057 -2.4584 1.03 -0.29 -0.89
C -1.8164 4.1942 -3.5494 0.23 -0.02 -0.55
C -2.6852 4.0196 -1.2776 1.27 -0.92 1.23
H -2.9676 0.3651 -4.7879 0.11 -0.44 0.04
H -2.0976 1.7816 -5.4681 -0.20 -0.29 0.28
H -3.4318 2.0062 -4.2678 0.91 -0.66 -0.30
H -0.1998 0.2580 -4.5543 0.55 0.13 0.23
H -1.0954 -0.7071 -3.4507 0.03 -0.49 0.36
H 0.1460 0.3753 -2.7715 0.60 0.11 -0.44
H -0.7318 2.5114 -0.6044 -0.54 0.23 -0.11
H -1.3152 3.6477 -4.3619 -0.14 0.03 0.52
H -1.1294 4.9989 -3.2135 -0.32 -0.57 0.21
H -2.6706 4.6695 -3.9987 -0.42 0.29 -0.11
H -3.0501 3.2645 -0.5735 -0.16 0.35 0.05
H -3.4685 4.7134 -1.5019 -0.25 0.47 -0.16
H -1.7926 4.5050 -0.8090 -0.81 0.14 -0.20
```
Positions in Å, forces in eV/Å.

=====

# 2
Entry from the OMol25 dataset: a molecular structure, C6H5AlN2O5S (ωB97M-V with the def2-TZVPD basis set).

Total charge = +2
Lowest unoccupied orbital energy = -9.87 eV
Kohn-Sham gap = 5.7 eV
HOMO energy = -15.6 eV

Geometry as XYZ:
```
20
Properties=species:S:1:pos:R:3:forces:R:3
O 1.2807 0.2216 -3.7390 -0.13 -0.18 4.54
C 1.1514 0.1728 -2.5959 -0.07 0.05 -5.76
Al 0.0520 0.1139 -0.8124 -2.22 -1.91 0.29
O 3.1765 -0.2100 0.2921 -4.86 0.23 -2.08
C 2.0991 -0.1349 -0.1196 5.00 -0.15 2.90
C -1.6925 0.0007 -2.0901 -0.86 2.67 -0.07
O -2.8016 0.2423 -1.6553 1.16 -0.64 -0.77
C -0.7419 -1.6146 -1.6209 2.06 -4.20 -0.07
O -1.1662 -2.5869 -2.0924 0.18 2.95 0.93
C -0.2205 2.1420 -1.1394 -0.67 4.54 -0.29
O -0.5240 3.2046 -1.4357 0.82 -3.59 0.80
H -1.3337 0.1166 -3.1448 -1.26 -0.29 -0.45
N 0.6326 -1.2651 2.4816 -0.39 0.38 -0.69
C -0.1958 -0.2509 2.2311 1.10 0.57 1.35
N -0.0722 0.8811 2.9312 -0.37 -0.46 -0.75
S -1.3933 -0.3572 0.9844 0.49 0.58 -0.62
H 1.4098 -1.1948 3.1237 -0.15 -0.17 0.23
H 0.4792 -2.1213 1.9679 0.11 -0.13 0.27
H -0.7433 1.6215 2.7634 0.11 -0.09 0.12
H 0.6036 1.0185 3.6702 -0.07 -0.14 0.14
```
Positions in Å, forces in eV/Å.

=====

# 3
Entry from the OMol25 dataset: a gas-phase ion, C4H9N (charge +1) (ωB97M-V with the def2-TZVPD basis set).

Total charge = +1
Spin multiplicity = 2
Lowest unoccupied orbital energy (alpha / beta) = -4.23 / -7.26 eV
Kohn-Sham gap (alpha / beta) = 10.5 / 8.7 eV
HOMO energy (alpha / beta) = -14.7 / -15.9 eV

Geometry as XYZ:
```
14
Properties=species:S:1:pos:R:3:forces:R:3
C 1.2275 -1.0443 -1.7076 -0.19 1.31 -0.13
C 0.4565 -1.2234 -0.3851 -0.24 -0.74 1.07
C -0.5007 -0.1681 -0.0013 0.88 -0.72 0.11
C -0.2122 0.6788 1.0658 -2.61 1.47 -0.26
N -1.0446 1.7579 1.1682 1.91 -2.24 0.98
H 1.8678 -1.9160 -1.8119 0.02 0.23 -0.45
H 1.7882 -0.1156 -1.6141 0.84 -0.27 0.48
H 0.7034 -0.7170 -2.6246 -0.56 -1.24 0.43
H -0.1232 -2.1723 -0.3271 0.30 0.30 -0.47
H 1.2019 -1.3022 0.4477 -0.41 0.04 -0.77
H -1.4695 -0.0767 -0.5017 0.41 0.21 -0.15
H 0.4554 0.4918 1.8988 0.71 0.17 -0.60
H -0.8520 2.3324 1.9796 -0.82 0.43 -0.18
H -1.9560 1.5793 0.7702 -0.22 1.05 -0.08
```
Positions in Å, forces in eV/Å.

=====

# 4
Entry from the OMol25 dataset: a molecular structure, C32H31GeN3O3PdS (ωB97M-V with the def2-TZVPD basis set).

Total charge = -2
Lowest unoccupied orbital energy = 4.04 eV
Kohn-Sham gap = 4.3 eV
HOMO energy = -0.2 eV

Geometry as XYZ:
```
72
Properties=species:S:1:pos:R:3:forces:R:3
Pd -0.0275 1.4852 -0.2264 0.03 0.28 -0.42
N 1.1959 3.1833 2.0340 0.03 0.03 -0.03
C 0.8584 2.4147 1.1671 -0.07 -0.17 0.07
H 1.9730 3.0095 2.6557 0.00 -0.02 0.00
C 3.1828 -2.6641 -1.8852 0.01 0.01 0.00
C 2.5992 -1.3300 -2.2121 0.00 -0.06 -0.04
C 1.9659 -0.8451 -3.3437 0.04 0.06 0.02
C 1.5550 0.4572 -3.0038 0.03 0.01 -0.03
N 1.9212 0.7527 -1.7607 -0.19 0.01 0.18
N 2.5628 -0.3406 -1.3130 0.02 -0.09 0.11
C 0.7796 1.4352 -3.8222 0.00 0.01 0.00
H 3.8009 -3.0333 -2.7058 0.00 0.00 0.00
H 2.3864 -3.3875 -1.7005 0.00 0.00 0.01
H 3.7851 -2.6008 -0.9793 0.00 0.00 0.00
H 1.8004 -1.3639 -4.2743 0.00 -0.01 0.01
H 2.8662 -0.4209 -0.3446 -0.04 0.04 -0.05
H 0.6174 1.0582 -4.8332 0.00 0.00 0.00
H 1.2973 2.3947 -3.8838 0.00 -0.01 -0.01
H -0.1898 1.6161 -3.3559 -0.01 0.01 0.00
C 4.2527 -7.7428 2.8719 0.00 0.01 -0.01
C 3.8383 -6.3118 2.6426 0.02 0.00 0.02
C 4.4149 -5.2717 3.3674 0.00 -0.02 0.00
C 4.0378 -3.9549 3.1503 -0.02 0.00 -0.03
C 3.0751 -3.6532 2.1963 0.07 0.03 0.06
C 2.4879 -4.6796 1.4744 -0.03 -0.01 -0.03
C 2.8685 -5.9966 1.6970 0.00 0.01 0.00
S 2.6240 -1.9379 1.8983 0.23 -0.07 -0.03
O 2.3992 -1.3919 3.2222 -0.01 -0.02 0.02
O 3.8153 -1.3884 1.2330 -0.09 0.06 -0.02
O 1.4759 -2.0074 1.0180 -0.07 -0.06 0.08
H 4.9492 -7.8191 3.7079 0.00 0.00 0.00
H 4.7437 -8.1593 1.9889 0.00 0.00 0.00
H 3.3904 -8.3755 3.0934 0.00 0.00 0.00
H 5.1672 -5.4993 4.1163 0.00 0.00 0.00
H 4.4787 -3.1478 3.7215 0.00 0.00 0.00
H 1.7250 -4.4245 0.7497 0.00 -0.01 0.00
H 2.3998 -6.7944 1.1289 0.00 0.00 0.00
C -1.8616 1.2972 -0.7050 0.06 -0.11 0.11
Ge -2.8030 2.7147 -1.5739 -0.02 0.12 0.00
C -4.7569 2.8282 -1.1123 0.05 0.01 0.00
C -5.7158 3.4337 -1.9259 0.00 -0.02 -0.01
C -7.0601 3.4574 -1.5719 0.00 0.00 0.00
C -7.4741 2.8692 -0.3834 0.00 0.00 -0.01
C -6.5376 2.2492 0.4338 0.01 -0.01 0.01
C -5.1975 2.2244 0.0652 0.00 0.01 0.01
C -2.8548 2.2832 -3.5071 -0.02 -0.04 0.02
C -3.2799 1.0112 -3.9012 0.03 -0.01 -0.02
C -3.2791 0.6329 -5.2375 0.00 0.01 0.01
C -2.8585 1.5261 -6.2150 0.00 0.00 0.00
C -2.4369 2.7951 -5.8426 0.01 0.00 0.00
C -2.4340 3.1643 -4.5023 0.00 0.02 -0.01
C -2.2350 4.6363 -1.5284 -0.09 0.01 0.00
C -3.1238 5.7094 -1.4524 0.05 0.01 -0.02
C -2.6718 7.0251 -1.4526 0.00 0.01 0.00
C -1.3117 7.2933 -1.5304 -0.02 0.00 0.00
C -0.4117 6.2369 -1.5924 0.00 -0.01 0.00
C -0.8718 4.9263 -1.5842 0.03 -0.01 0.01
H -5.4102 3.8870 -2.8651 0.01 0.00 0.00
H -7.7856 3.9310 -2.2253 0.00 0.00 0.00
H -8.5214 2.8848 -0.1017 0.00 0.00 0.00
H -6.8546 1.7750 1.3565 0.00 0.00 0.00
H -4.4688 1.7078 0.6832 -0.01 0.00 0.01
H -3.5963 0.3033 -3.1428 0.00 0.00 0.00
H -3.6009 -0.3645 -5.5161 0.00 0.00 0.00
H -2.8534 1.2326 -7.2589 0.00 0.00 0.00
H -2.0995 3.4982 -6.5967 0.00 0.00 0.00
H -2.0854 4.1544 -4.2264 0.00 0.00 0.01
H -4.1893 5.5224 -1.3812 -0.01 -0.01 0.00
H -3.3838 7.8414 -1.3862 0.00 0.00 0.00
H -0.9552 8.3176 -1.5277 0.00 0.00 0.00
H 0.6543 6.4326 -1.6303 0.00 0.00 0.00
H -0.1661 4.0985 -1.5843 0.00 0.00 0.00
```
Positions in Å, forces in eV/Å.

=====

How do the records compare in energy relative to the best compared isomer or geometry (same formula, charge and spin)? In the order shown, they have 0.0; 0.0; 112.8; 0.0 kJ/mol.